# C24H50F6O12

6 unconnected molecules or ions with the total composition C24H50F6O12 (wB97M-V/def2-TZVPD, the Open Molecules 2025 dataset).

Last columns: bonded neighbours and bond lengths (Å).
Atoms and positions in Å:
1 C 4.301 -33.871 -14.238  O2 1.464, H7 1.090, H8 1.090, H9 1.090
2 O 3.351 -34.363 -15.239  C1 1.464, C3 1.440
3 C 3.580 -35.749 -15.557  O2 1.440, C4 1.589, H10 1.090, H11 1.090
4 C 2.776 -35.976 -16.908  C3 1.589, O5 1.416, H12 1.090, H13 1.090
5 O 3.323 -37.171 -17.436  C4 1.416, C6 1.409
6 C 3.127 -37.334 -18.822  O5 1.409, H14 1.090, H15 1.090, H16 1.090
7 H 5.291 -33.709 -14.664  C1 1.090
8 H 4.412 -34.451 -13.321  C1 1.090
9 H 4.096 -32.845 -13.932  C1 1.090
10 H 3.207 -36.456 -14.815  C3 1.090
11 H 4.605 -35.908 -15.890  C3 1.090
12 H 2.908 -35.168 -17.628  C4 1.090
13 H 1.698 -36.016 -16.753  C4 1.090
14 H 2.052 -37.238 -18.974  C6 1.090
15 H 3.403 -38.299 -19.246  C6 1.090
16 H 3.722 -36.627 -19.399  C6 1.090
17 C 12.497 -36.868 -14.060  O18 1.421, H23 1.090, H24 1.090, H25 1.090
18 O 11.271 -36.226 -14.381  C17 1.421, C19 1.418
19 C 10.089 -36.989 -14.200  O18 1.418, C20 1.550, H26 1.090, H27 1.090
20 C 9.312 -37.290 -15.507  C19 1.550, O21 1.449, H28 1.090, H29 1.090
21 O 8.851 -36.107 -16.204  C20 1.449, C22 1.424
22 C 9.727 -35.036 -16.541  O21 1.424, H30 1.090, H31 1.090, H32 1.090
23 H 12.561 -37.629 -14.839  C17 1.090
24 H 12.406 -37.180 -13.020  C17 1.090
25 H 13.413 -36.312 -14.259  C17 1.090
26 H 9.431 -36.415 -13.547  C19 1.090
27 H 10.318 -37.953 -13.746  C19 1.090
28 H 8.377 -37.826 -15.346  C20 1.090
29 H 9.994 -37.854 -16.144  C20 1.090
30 H 10.657 -35.235 -17.073  C22 1.090
31 H 9.913 -34.602 -15.559  C22 1.090
32 H 9.136 -34.300 -17.087  C22 1.090
33 C 11.607 -35.777 -6.240  O34 1.409, H39 1.090, H40 1.090, H41 1.090
34 O 11.389 -34.425 -6.571  C33 1.409, C35 1.424
35 C 11.765 -34.225 -7.930  O34 1.424, C36 1.495, H42 1.090, H43 1.090
36 C 13.223 -34.158 -8.254  C35 1.495, O37 1.451, H44 1.090, H45 1.090
37 O 14.011 -33.381 -7.316  C36 1.451, C38 1.489
38 C 13.820 -31.907 -7.403  O37 1.489, H46 1.090, H47 1.090, H48 1.090
39 H 11.392 -36.019 -5.200  C33 1.090
40 H 12.603 -36.130 -6.509  C33 1.090
41 H 10.856 -36.334 -6.800  C33 1.090
42 H 11.271 -33.330 -8.308  C35 1.090
43 H 11.265 -34.934 -8.590  C35 1.090
44 H 13.437 -33.781 -9.255  C36 1.090
45 H 13.624 -35.166 -8.146  C36 1.090
46 H 14.408 -31.362 -6.664  C38 1.090
47 H 12.793 -31.639 -7.154  C38 1.090
48 H 14.088 -31.486 -8.372  C38 1.090
49 C 6.653 -37.585 -12.813  O50 1.422, H55 1.090, H56 1.090, H57 1.090
50 O 5.944 -36.859 -11.818  C49 1.422, C51 1.414
51 C 5.947 -37.425 -10.522  O50 1.414, C52 1.574, H58 1.090, H59 1.090
52 C 7.339 -37.774 -9.874  C51 1.574, O53 1.397, H60 1.090, H61 1.090
53 O 8.072 -36.607 -9.645  C52 1.397, C54 1.396
54 C 7.710 -35.889 -8.504  O53 1.396, H62 1.090, H63 1.090, H64 1.090
55 H 6.249 -38.597 -12.784  C49 1.090
56 H 7.738 -37.654 -12.730  C49 1.090
57 H 6.411 -37.363 -13.853  C49 1.090
58 H 5.430 -38.381 -10.608  C51 1.090
59 H 5.320 -36.805 -9.881  C51 1.090
60 H 7.868 -38.470 -10.525  C52 1.090
61 H 7.023 -38.321 -8.986  C52 1.090
62 H 7.646 -36.398 -7.543  C54 1.090
63 H 6.688 -35.576 -8.722  C54 1.090
64 H 8.342 -35.019 -8.328  C54 1.090
65 C 8.090 -33.613 -12.047  C66 1.598, H74 1.090, H75 1.090, H76 1.090
66 C 8.277 -33.148 -10.529  C65 1.598, O67 1.453, H77 1.090, H78 1.090
67 O 8.391 -31.703 -10.423  C66 1.453, C68 1.350
68 C 9.528 -30.976 -10.461  O67 1.350, O69 1.218, C70 1.563
69 O 10.594 -31.559 -10.548  C68 1.218
70 C 9.476 -29.420 -10.327  C68 1.563, F71 1.299, F72 1.309, F73 1.340
71 F 8.231 -29.052 -10.309  C70 1.299
72 F 10.015 -29.134 -9.168  C70 1.309
73 F 10.106 -28.661 -11.234  C70 1.340
74 H 8.232 -34.688 -12.157  C65 1.090
75 H 8.864 -33.123 -12.636  C65 1.090
76 H 7.070 -33.496 -12.411  C65 1.090
77 H 9.206 -33.509 -10.087  C66 1.090
78 H 7.522 -33.462 -9.809  C66 1.090
79 C 4.045 -34.741 -6.734  C80 1.526, H88 1.090, H89 1.090, H90 1.090
80 C 4.768 -33.708 -5.875  C79 1.526, O81 1.410, H91 1.090, H92 1.090
81 O 4.812 -32.439 -6.488  C80 1.410, C82 1.411
82 C 5.888 -32.138 -7.351  O81 1.411, O83 1.264, C84 1.508
83 O 6.920 -32.831 -7.581  C82 1.264
84 C 5.899 -30.689 -7.766  C82 1.508, F85 1.345, F86 1.355, F87 1.358
85 F 4.951 -29.939 -7.178  C84 1.345
86 F 7.123 -30.120 -7.645  C84 1.355
87 F 5.610 -30.623 -9.091  C84 1.358
88 H 4.664 -35.575 -7.066  C79 1.090
89 H 3.475 -34.336 -7.570  C79 1.090
90 H 3.243 -35.120 -6.101  C79 1.090
91 H 5.731 -34.046 -5.492  C80 1.090
92 H 4.159 -33.649 -4.973  C80 1.090

Properties
2S+1 = 2
E_tot = -66556.6433 eV
Gap between HOMO and LUMO (spin up / spin down) = 8.5 / 2.3 eV
Total charge = +1
HOMO (spin up / spin down) = -11.11 / -11.11 eV